1.
22
Properties=species:S:1:pos:R:3:lowdin_charge:R:1 method="wB97M-V/def2-TZVPD" relative_energy_kcal_mol=85.8 charge=0 spin_multiplicity=1 homo_ev="-6.963 / -7.284" lumo_ev="-0.9 / -0.5"
C -2.67181 -1.14103 -0.44091 -0.092
C -2.48862 -1.41248 0.97769 -0.055
C -1.72780 -0.57020 -1.26162 -0.088
C -1.32680 -1.00636 1.64393 0.010
C -0.61471 -0.03246 -0.54289 -0.259
C -0.46291 -0.09820 0.91697 -0.328
C 2.31370 -1.29313 -0.63083 -1.041
C 0.43788 0.96665 -0.98656 -0.135
C 2.62145 1.44965 0.33280 -0.304
C 1.05143 1.42090 0.34897 -0.395
N 0.52436 0.58893 1.37160 0.124
S 0.96536 -1.95849 -1.11057 0.861
S 3.44830 -0.27879 -0.03246 0.883
H -3.51615 -1.70709 -0.87367 0.103
H -3.26288 -1.89095 1.47188 0.071
H -1.81297 -0.72156 -2.28220 0.088
H -1.20866 -1.04232 2.71378 0.101
H 1.10185 0.66578 -1.71485 0.066
H -0.00849 1.85106 -1.37569 0.113
H 2.95296 2.00243 -0.51483 0.055
H 2.81706 1.71200 1.35291 0.065
H 0.86745 2.49564 0.63653 0.158


2.
10
Properties=species:S:1:pos:R:3:lowdin_charge:R:1 method="wB97M-V/def2-TZVPD" relative_energy_kcal_mol=44.7 charge=-1 spin_multiplicity=1 homo_ev=-3.639 lumo_ev=4.9
C 0.22280 1.39040 -0.15723 -0.356
N -0.31161 1.03544 1.01832 -0.016
N -0.38375 0.79509 -1.19730 -0.016
N 0.82910 -1.40689 0.13435 -0.326
O 1.57853 -2.41667 0.18388 -0.213
O -0.43273 -1.64244 0.22849 -0.278
H -0.84435 0.16490 1.07380 0.048
H 0.20529 1.28406 1.84482 0.054
H 0.05927 0.85404 -2.09663 0.052
H -0.92254 -0.05794 -1.03250 0.051


3.
29
Properties=species:S:1:pos:R:3:lowdin_charge:R:1 method="wB97M-V/def2-TZVPD" relative_energy_kcal_mol=0.5 charge=+3 spin_multiplicity=2 homo_ev="-21.460 / -21.453" lumo_ev="-9.7 / -17.0" s2=0.7545
Sr 17.26276 24.16579 6.86805 1.678
O 18.94832 23.45157 5.05692 -0.093
H 19.78905 23.79786 4.75778 0.089
H 19.12226 22.52958 5.24640 0.072
O 19.18977 23.69342 8.28292 -0.134
H 19.38988 23.81505 9.21103 0.090
H 20.01396 23.87987 7.83327 0.075
O 17.81646 26.27654 7.98665 -0.124
H 17.32782 26.75662 8.65523 0.088
H 18.61341 26.79050 7.85648 0.095
O 16.98269 21.43068 7.37764 -0.071
H 16.51222 20.69711 7.77358 0.083
H 17.27955 21.09656 6.53119 0.044
O 16.48046 24.14386 9.31398 -0.099
H 16.92300 24.76879 9.88831 0.066
H 16.12022 23.48542 9.90804 0.094
O 15.77254 22.83801 5.04069 -0.076
H 16.04162 22.27873 4.31197 0.087
H 14.81660 22.78876 5.04073 0.071
C 14.32476 25.71840 5.82908 -0.076
C 15.43229 26.58667 5.23039 -0.111
O 16.73738 26.14871 5.19741 0.075
O 14.78623 25.10601 7.04921 -0.020
H 13.85255 25.03120 5.12703 0.192
H 13.50399 26.37635 6.11461 0.177
H 15.42202 27.51656 5.79900 0.220
H 15.00300 26.95762 4.29969 0.182
H 17.16967 26.42862 4.38725 0.176
H 13.96401 25.06539 7.54308 0.148


4.
15
Properties=species:S:1:pos:R:3:lowdin_charge:R:1 method="wB97M-V/def2-TZVPD" relative_energy_kcal_mol=135.5 charge=0 spin_multiplicity=1 homo_ev="-7.521 / -7.996" lumo_ev="-0.2 / 0.6"
C 1.79113 1.06875 -0.15177 -0.126
C -0.90494 0.75937 -0.63595 -0.238
C 2.72483 0.32506 0.71649 -0.083
C -2.10192 -1.63585 -0.16388 -0.223
O -3.37102 0.69138 -0.01011 -0.550
O 0.45493 0.70372 -0.13339 -0.166
S -2.12372 0.10740 0.49365 0.858
H 2.11096 1.80584 -0.86964 0.105
H -1.19012 1.62673 -1.21132 0.072
H 3.26222 1.02152 1.36376 0.077
H 3.47406 -0.19701 0.11511 0.077
H 2.18598 -0.39184 1.32700 0.081
H -1.96873 -2.30838 0.67807 0.033
H -1.29184 -1.75039 -0.87145 0.036
H -3.05180 -1.82631 -0.64657 0.047


5.
13
Properties=species:S:1:pos:R:3:lowdin_charge:R:1 method="wB97M-V/def2-TZVPD" relative_energy_kcal_mol=46.5 charge=+1 spin_multiplicity=1 homo_ev="-12.412 / -12.414" lumo_ev="-5.4 / -5.4"
C -0.19546 -0.99843 1.01451 -0.118
C -0.10098 -1.21246 -0.54233 -0.106
C 0.64501 -0.06112 0.21242 -0.388
N 0.54506 1.40085 -0.01041 0.159
O 4.03122 0.63127 -0.31608 -0.503
P 3.35047 -0.60300 -0.04238 1.030
H -1.11931 -0.64618 1.43520 0.100
H 0.32566 -1.78356 1.56725 0.104
H 0.38410 -2.12108 -0.89817 0.086
H -0.94015 -1.02714 -1.21124 0.095
H 1.47820 1.88801 0.20448 0.169
H -0.03343 1.61948 0.84476 0.190
H 0.31401 1.72435 -0.96591 0.181


6.
19
Properties=species:S:1:pos:R:3:lowdin_charge:R:1 method="wB97M-V/def2-TZVPD" relative_energy_kcal_mol=53.1 charge=0 spin_multiplicity=1 homo_ev=-8.214 lumo_ev=0.8
C -0.65573 0.02339 2.11810 -0.392
O -0.65972 0.51456 0.79036 -0.330
C 0.58258 0.49561 2.84636 -0.113
H -0.65319 -1.08417 2.07831 0.096
H -1.60355 0.34985 2.56292 0.096
H 0.70147 0.07276 3.84528 0.062
H 0.63861 1.58330 2.90457 0.065
H 1.45454 0.20869 2.24988 0.064
C 0.69526 -1.99538 -1.43484 -0.067
N -0.51806 1.41048 -1.64681 0.111
C 0.04665 0.23125 -1.98894 -0.206
N 0.41705 -0.60351 -1.08002 -0.020
H 0.88335 -2.56209 -0.52733 0.080
H 1.57369 -2.05253 -2.07875 0.081
H -0.16748 -2.45271 -1.92063 0.084
H -0.65552 1.47772 -0.61634 0.070
H -0.08886 2.24509 -2.02031 0.103
H 0.10061 -0.02055 -3.04827 0.142
H -0.02694 -0.34685 -0.02212 0.072


7.
108
Properties=species:S:1:pos:R:3:lowdin_charge:R:1 method="wB97M-V/def2-TZVPD" charge=+1 spin_multiplicity=1 homo_ev=-10.958 lumo_ev=-4.5
C -1.38007 -5.65729 0.60006 -0.093
C -0.56545 -5.19130 -0.78413 -0.224
O 0.65601 -4.42614 -0.44449 -0.059
B 0.64076 -3.08007 -1.07887 -0.411
O 1.68326 -2.78956 -2.08307 0.067
C -0.53405 -2.02224 -0.60410 0.046
N -0.72951 -1.88276 0.91923 0.056
C -1.78115 -0.96493 1.50450 -0.156
P -1.86214 -0.88493 3.44282 0.759
N -1.59211 0.70123 3.80797 -0.315
C -2.81621 -0.06966 0.55300 -0.060
C -3.95581 0.87427 1.28622 0.018
C -5.00208 1.74106 0.36310 0.051
C -4.85427 1.59565 -1.27962 -0.082
C -5.90172 2.40965 -2.27504 -0.139
C -7.30356 1.52518 -2.34515 -0.217
O -7.01300 0.15400 -2.82776 -0.139
C -3.69607 0.66843 -2.01156 0.043
C -2.65273 -0.18905 -1.07509 -0.021
C -1.47666 -1.19492 -1.70946 0.012
C -1.33925 -1.34482 -3.33625 -0.150
C 0.05189 -0.75787 -3.97496 -0.268
C 0.82913 0.35127 -3.05088 -0.537
Br 2.68886 0.55195 -3.86502 0.583
H -2.14322 -6.50516 0.25197 0.097
H -0.61590 -6.03529 1.40674 0.093
H -2.03410 -4.79225 1.05421 0.068
H -0.29977 -6.21566 -1.33521 0.141
H -1.28603 -4.61883 -1.53157 0.128
H 1.96609 -3.61550 -2.57554 0.136
H -0.11780 -2.45398 1.56600 0.153
H -0.77874 -1.65329 4.03766 0.011
H -3.16681 -1.29664 3.95744 0.018
H -0.71355 0.74093 4.39968 -0.036
H -3.97614 0.86271 2.46279 0.084
H -5.82675 2.39410 0.90577 0.099
H -5.40916 2.55261 -3.33429 0.127
H -6.15070 3.45247 -1.77489 0.128
H -7.83750 1.46506 -1.30050 0.114
H -8.08189 1.99222 -3.10494 0.134
H -6.18323 0.16646 -3.40374 0.095
H -3.67905 0.63034 -3.20177 0.111
H -2.30520 -0.92615 -3.89385 0.090
H -1.34681 -2.51682 -3.56234 0.133
H 0.83708 -1.60711 -4.25442 0.099
H -0.25714 -0.19241 -4.97994 0.133
H 0.34101 1.42376 -3.16678 0.091
H 1.01909 0.03042 -1.94149 0.068
C 3.59005 1.02716 6.12473 -0.124
C 3.64078 1.22691 4.64469 -0.142
O 2.79851 0.20361 4.14915 0.070
C 1.94050 -0.12754 5.15802 -0.503
O 0.97001 -0.85445 5.02601 0.057
O 2.30959 0.46145 6.33290 0.075
H 3.69319 1.96616 6.67544 0.138
H 4.34969 0.32196 6.47789 0.142
H 3.23540 2.19743 4.33964 0.116
H 4.65339 1.12328 4.24528 0.144
C 6.68590 -1.22840 -2.27153 -0.130
C 5.50581 -0.72516 -1.50529 -0.149
O 6.05066 0.31331 -0.71356 0.053
C 7.18142 0.74318 -1.34622 -0.523
O 7.80995 1.74002 -1.03167 0.128
O 7.51614 -0.08710 -2.37679 0.069
H 6.41117 -1.60062 -3.26230 0.138
H 7.22965 -2.01274 -1.73466 0.121
H 4.73259 -0.30466 -2.15691 0.052
H 5.05783 -1.49877 -0.87562 0.137
C 2.33090 5.67230 4.08856 -0.134
C 3.02872 6.47549 5.13781 -0.134
O 3.93079 5.54827 5.71112 0.071
C 4.15593 4.58190 4.77352 -0.511
O 5.01157 3.71770 4.86691 0.125
O 3.29973 4.70949 3.71800 0.058
H 2.03723 6.27820 3.22700 0.141
H 1.44797 5.15393 4.47690 0.138
H 3.59937 7.30932 4.71546 0.140
H 2.33891 6.86305 5.89254 0.141
C -8.86012 2.95493 1.41281 -0.141
C -9.78653 4.01178 0.90504 -0.133
O -9.16373 5.21454 1.31444 0.075
C -7.83647 4.93911 1.47627 -0.510
O -6.97533 5.78312 1.65997 0.144
O -7.59880 3.59677 1.40473 0.010
H -8.84826 2.06879 0.77229 0.122
H -9.09506 2.65015 2.43799 0.141
H -9.86598 4.00854 -0.18719 0.137
H -10.78862 3.92809 1.33454 0.143
C 9.32146 -1.50222 2.72224 -0.137
C 9.29735 -0.59968 1.53152 -0.134
O 9.19548 -1.49878 0.44369 0.060
C 8.64259 -2.64854 0.92950 -0.514
O 8.25622 -3.57389 0.23514 0.124
O 8.57766 -2.62710 2.29288 0.065
H 8.85934 -1.04444 3.60118 0.138
H 10.33491 -1.82638 2.98093 0.138
H 8.42495 0.06227 1.52621 0.134
H 10.20386 0.00637 1.45032 0.144
C -1.55581 -3.66090 -7.55804 -0.133
C -2.53666 -4.59165 -6.92194 -0.133
O -3.04502 -3.83756 -5.83794 0.063
C -2.86243 -2.52115 -6.15000 -0.511
O -3.33579 -1.59147 -5.51810 0.094
O -2.08229 -2.38114 -7.26142 0.071
H -1.48210 -3.80873 -8.63895 0.143
H -0.55619 -3.74242 -7.11851 0.136
H -3.36354 -4.84952 -7.59206 0.142
H -2.06635 -5.51277 -6.56698 0.140


8.
19
Properties=species:S:1:pos:R:3:lowdin_charge:R:1 method="wB97M-V/def2-TZVPD" relative_energy_kcal_mol=153.2 charge=0 spin_multiplicity=1 homo_ev="-8.274 / -8.271" lumo_ev="0.0 / 0.0"
C -0.86407 -0.33279 -0.05918 -0.317
C -0.10491 0.76791 -0.77226 -0.168
C -2.08860 0.04601 0.71536 -0.056
C -0.52330 -1.68336 -0.28336 -0.041
N 1.30792 0.46105 -0.55024 -0.219
N 2.13310 1.56460 -0.81226 0.028
N 1.41897 0.00487 0.87294 -0.137
O 1.75675 -1.25903 0.93545 -0.167
H 0.42198 0.11397 1.24082 0.110
H 2.10415 2.24345 -0.04886 0.076
H 3.08390 1.22869 -0.91164 0.078
H -0.29450 0.81032 -1.84978 0.124
H -0.38115 1.74417 -0.34051 0.115
H -1.91679 0.90735 1.36476 0.082
H 0.63977 -1.82990 0.37755 0.125
H -2.45752 -0.78278 1.32045 0.084
H -2.89068 0.32481 0.02061 0.096
H -1.25049 -2.42301 0.03907 0.088
H -0.09451 -1.90634 -1.25893 0.100


9.
152
Properties=species:S:1:pos:R:3:lowdin_charge:R:1 method="wB97M-V/def2-TZVPD" charge=+1 spin_multiplicity=2 homo_ev="-9.986 / -9.986" lumo_ev="-2.4 / -8.1" s2=0.7545
C 20.00819 -4.79307 5.58402 -0.181
C 21.10094 -3.74003 5.54054 -0.231
O 22.18611 -4.15676 6.36887 -0.072
O 18.87387 -4.37081 4.80617 -0.099
H 19.79485 -5.07247 6.61577 0.115
H 20.35780 -5.73402 5.15920 0.124
H 20.67348 -2.81004 5.91535 0.089
H 21.50136 -3.49168 4.55765 0.109
H 22.91719 -3.53550 6.33509 0.022
H 18.10267 -4.74062 5.24217 0.050
C 22.85484 -2.93874 1.52644 -0.232
C 23.95962 -2.93617 0.44988 -0.197
O 24.35875 -1.62978 -0.03460 -0.073
O 21.63987 -2.66324 0.84343 -0.071
H 23.04678 -2.17738 2.28247 0.096
H 22.71755 -3.83961 2.12452 0.120
H 23.64192 -3.56967 -0.37827 0.123
H 24.79893 -3.44194 0.92723 0.111
H 24.73149 -1.82016 -0.89856 0.092
H 21.00263 -2.53493 1.54987 0.034
C 18.67787 -2.39094 8.18093 -0.127
O 19.63519 -3.24277 8.69369 -0.228
C 19.18352 -4.29107 9.49964 -0.195
C 20.41869 -5.11969 10.01904 -0.175
N 20.83705 -4.67160 11.33039 -0.068
C 21.48920 -3.39304 11.28005 -0.216
C 22.09848 -3.11022 12.67534 -0.214
O 23.47462 -3.50898 12.60561 -0.192
C 24.13581 -3.00023 13.80116 -0.100
H 17.98440 -2.09708 8.96886 0.087
H 18.07113 -2.82266 7.38494 0.082
H 19.19174 -1.49411 7.83492 0.082
H 18.59499 -4.90281 8.81590 0.109
H 18.56235 -3.92664 10.31783 0.125
H 21.28223 -5.17081 9.35588 0.122
H 19.99398 -6.12034 10.09908 0.112
H 21.59156 -5.28919 11.59383 0.113
H 20.88117 -2.54287 10.97084 0.117
H 22.35535 -3.33237 10.62110 0.092
H 21.64828 -3.70992 13.46641 0.120
H 21.94896 -2.05727 12.91415 0.112
H 24.06008 -1.93130 14.00055 0.081
H 25.18377 -3.24798 13.63234 0.084
H 23.83623 -3.50226 14.72112 0.082
C 10.62584 6.58125 2.55455 -0.107
O 11.97592 6.39294 2.84441 -0.177
C 12.80718 6.96265 1.83259 -0.214
C 14.24811 7.10750 2.30391 -0.075
N 14.93214 5.74120 2.29661 0.247
C 16.35043 5.81180 2.74156 -0.098
C 16.86360 4.39466 3.04033 -0.220
O 16.13791 4.01366 4.16826 -0.170
C 16.03558 2.60135 4.16870 -0.081
H 10.04789 5.90515 3.18460 0.102
H 10.41682 6.29606 1.52350 0.094
H 10.25143 7.59749 2.67767 0.099
H 12.45378 7.98203 1.67748 0.135
H 12.78949 6.42367 0.88534 0.135
H 14.02631 7.45813 3.31186 0.161
H 14.82088 7.87744 1.78697 0.144
H 14.38556 5.20872 2.95829 0.155
H 16.52721 6.42027 3.62847 0.161
H 16.99684 6.25561 1.98440 0.144
H 17.89895 4.37793 3.38074 0.147
H 16.69727 3.79239 2.14718 0.119
H 15.36683 2.14294 3.44019 0.087
H 15.65975 2.35765 5.16241 0.102
H 16.98550 2.07271 4.08941 0.086
C 22.67108 -0.04555 6.65434 -0.032
C 23.66223 -1.08131 7.26145 -0.428
C 23.05277 -1.76117 8.53715 -0.031
O 23.82151 -2.08771 6.31669 -0.068
H 21.67328 -0.46723 6.53315 0.055
H 23.01048 0.23196 5.65639 0.055
H 22.50534 0.84863 7.25523 0.081
H 24.65110 -0.65017 7.41752 0.134
H 23.45211 -2.70583 8.90627 0.078
H 22.03260 -2.01641 8.25046 0.060
H 22.98691 -1.07857 9.38439 0.084
H 24.24252 -1.76721 5.51568 0.110
C 18.52729 1.71509 0.85818 -0.080
C 19.00723 0.83876 -0.26977 -0.510
C 17.90327 0.83312 -1.37208 -0.029
O 20.16068 1.41117 -0.76201 -0.038
H 19.24930 1.86399 1.66107 0.078
H 17.52807 1.39007 1.14804 0.064
H 18.35856 2.72419 0.48221 0.072
H 19.24894 -0.17625 0.04557 0.129
H 17.74602 1.85235 -1.72499 0.082
H 17.02240 0.25366 -1.09569 0.045
H 18.35630 0.33455 -2.22898 0.075
H 20.86438 1.23177 -0.13414 0.037
C 15.16090 -4.95644 3.26886 -0.075
C 15.90314 -6.12857 3.96434 -0.431
C 17.12878 -6.53555 3.14070 -0.033
O 16.30424 -5.54292 5.20650 -0.081
H 14.76215 -5.34367 2.33123 0.083
H 15.85212 -4.12576 3.12643 0.059
H 14.35038 -4.49206 3.83058 0.073
H 15.14867 -6.88764 4.17093 0.135
H 17.80030 -5.68520 3.02208 0.072
H 16.88744 -6.86852 2.13125 0.083
H 17.59537 -7.39338 3.62498 0.085
H 15.55309 -5.26072 5.73351 0.097
C 17.95481 -3.57223 -0.79326 -0.038
C 17.64552 -4.28994 -2.13821 -0.444
C 16.61623 -3.43410 -2.91160 -0.079
O 18.78279 -4.25384 -2.98950 -0.064
H 17.77405 -2.49878 -0.84937 0.057
H 19.00211 -3.74528 -0.54562 0.077
H 17.29890 -3.97449 -0.02122 0.066
H 17.28127 -5.31720 -2.15068 0.139
H 16.29710 -3.92920 -3.82873 0.078
H 16.88285 -2.39136 -3.08394 0.074
H 15.68318 -3.42280 -2.34823 0.062
H 18.94749 -3.32783 -3.18181 0.081
C 17.36973 -1.43917 3.00673 -0.029
C 18.94125 -1.21021 3.05097 -0.392
C 19.43824 -0.67010 4.37815 -0.054
O 19.54566 -2.49671 2.91006 -0.089
H 16.78155 -0.52526 2.92356 0.053
H 16.97079 -1.92525 3.89706 0.075
H 17.17439 -2.07528 2.14342 0.064
H 19.35772 -0.67128 2.19997 0.114
H 20.46914 -0.95388 4.58988 0.056
H 18.97343 -0.92000 5.33188 0.068
H 19.35673 0.41683 4.38355 0.068
H 19.20040 -3.13189 3.54168 0.039
C 14.87821 -0.74770 0.24949 -0.048
C 13.71349 -0.91561 1.28611 -0.486
C 13.81071 -2.18513 2.18379 -0.039
O 13.61603 0.26599 1.99957 -0.053
H 14.78930 -1.56571 -0.46538 0.076
H 15.80467 -0.69410 0.82125 0.043
H 14.92174 0.21428 -0.26120 0.065
H 12.80211 -1.06304 0.70668 0.126
H 14.08799 -3.03895 1.56555 0.077
H 12.87313 -2.23248 2.73769 0.085
H 14.56909 -2.05776 2.95627 0.055
H 13.22791 0.95538 1.45578 0.091
C 23.65729 0.70839 2.67836 -0.053
C 23.07756 1.47334 1.47322 -0.386
C 24.10047 2.07249 0.44228 -0.033
O 22.29246 0.50866 0.69070 -0.102
H 24.33174 -0.08959 2.36782 0.073
H 22.86339 0.17111 3.19718 0.058
H 24.16444 1.35223 3.39695 0.078
H 22.33272 2.21523 1.76117 0.127
H 24.89769 2.62786 0.93633 0.071
H 23.68141 2.73371 -0.31620 0.077
H 24.60901 1.23738 -0.03946 0.070
H 22.89679 -0.19018 0.42992 0.048


F_max in eV/A, matching the order above: 3.88 1.91 3.71 3.98 5.32 1.93 5.20 1.67 5.88
E_tot in eV, matching the order above: -33672.54311 -9664.98205 -19554.18688 -19202.52066 -16040.10014 -9368.88955 -162001.51490 -10838.56986 -73636.45524